{"formula": "C22H35NO4P2Pd", "method": "ωB97M-V/def2-TZVPD", "symbols": ["P", "P", "C", "C", "H", "H", "H", "H", "C", "H", "H", "H", "C", "H", "H", "H", "C", "H", "H", "H", "C", "H", "H", "H", "Pd", "C", "C", "C", "C", "C", "C", "C", "C", "C", "H", "H", "H", "H", "H", "H", "H", "H", "H", "H", "H", "H", "H", "H", "H", "O", "C", "O", "C", "C", "C", "C", "C", "C", "N", "O", "O", "H", "H", "H", "H"], "coordinates": [[-0.4148, -1.9235, -2.6679], [1.3097, -0.5947, -4.0049], [-0.8908, -2.1472, -4.4170], [0.1806, -1.3745, -5.2676], [-1.9117, -1.7576, -4.5699], [-0.9041, -3.2289, -4.6190], [0.7407, -2.0314, -5.9433], [-0.2758, -0.5741, -5.8612], [0.1817, 0.7353, -3.4644], [0.6164, 1.2932, -2.6216], [-0.7904, 0.3238, -3.1195], [0.0174, 1.4378, -4.3081], [2.9414, 0.1936, -3.8381], [3.2369, 0.7255, -4.7486], [3.7035, -0.5577, -3.5837], [2.8772, 0.8987, -2.9980], [-1.4800, -2.3068, -1.2541], [-1.0279, -1.9930, -0.2925], [-1.6569, -3.3988, -1.2331], [-2.4253, -1.7555, -1.3790], [2.0785, -3.5241, -4.3378], [2.7335, -2.9915, -5.0435], [1.1332, -3.8600, -4.7951], [2.5870, -4.3492, -3.8193], [1.6887, -2.2948, -2.6785], [-1.0008, 3.9873, 1.7133], [-2.2207, 3.4201, 1.4056], [-2.6730, 3.1432, 0.0353], [-2.3488, 1.7443, -0.5482], [-0.9769, 1.2078, -0.3031], [0.1778, 1.8712, -0.2928], [0.2724, 3.3712, -0.4234], [0.0780, 4.1215, 0.8670], [1.6840, -3.5958, -1.0380], [-0.8832, 4.3892, 2.7278], [-2.9325, 3.2323, 2.2100], [-2.2939, 3.9102, -0.6520], [-3.7752, 3.2119, 0.0182], [-3.0601, 1.0124, -0.1300], [-2.5493, 1.8009, -1.6334], [-0.9667, 0.1282, -0.1336], [1.1369, 1.3508, -0.1360], [-0.4415, 3.7017, -1.2015], [1.3004, 3.5836, -0.7798], [1.2169, -0.3244, 1.2272], [0.9070, 4.7740, 1.1726], [2.1292, -2.9659, -0.2474], [2.3657, -4.3831, -1.3954], [0.6640, -3.9260, -0.8143], [-0.9538, -0.7148, 2.0145], [0.0331, -0.4494, 2.7026], [1.2826, -0.2603, 2.1987], [0.0278, -0.2991, 4.1814], [1.2158, -0.3703, 4.9342], [1.1812, -0.2884, 6.3225], [-0.0538, -0.1123, 6.9811], [-1.2449, 0.0137, 6.2372], [-1.1980, -0.0895, 4.8523], [-0.0951, -0.1408, 8.4046], [0.9802, -0.2936, 9.0301], [-1.2036, -0.0180, 8.9769], [2.1790, -0.4913, 4.4369], [2.0885, -0.3676, 6.9184], [-2.1870, 0.1745, 6.7613], [-2.1102, -0.0041, 4.2648]], "total_energy_ev": -55092.448, "total_charge": 2, "gap_ha": [0.133, 0.135], "homo_energy_ha": [-0.424, -0.509], "s_squared": 6.0506, "e_lumo_ev": [-7.92, -10.17], "relative_energy_kj_mol": 0.00, "multiplicity": 5}

{"formula": "C22H36Cl15F6N3O7", "method": "ωB97M-V/def2-TZVPD", "symbols": ["C", "O", "N", "C", "C", "H", "H", "H", "H", "H", "H", "H", "C", "O", "N", "C", "C", "H", "H", "H", "H", "H", "H", "H", "C", "O", "N", "C", "C", "H", "H", "H", "H", "H", "H", "H", "C", "C", "O", "C", "O", "C", "F", "F", "F", "H", "H", "H", "H", "H", "C", "C", "O", "C", "O", "C", "F", "F", "F", "H", "H", "H", "H", "H", "C", "Cl", "Cl", "Cl", "H", "C", "Cl", "Cl", "Cl", "H", "C", "Cl", "Cl", "Cl", "H", "C", "Cl", "Cl", "Cl", "H", "C", "Cl", "Cl", "Cl", "H"], "coordinates": [[-3.9188, 2.1740, -3.3747], [-4.9761, 2.1500, -3.9842], [-2.7143, 1.9362, -3.9338], [-2.5921, 1.6670, -5.3592], [-1.4889, 1.9792, -3.1485], [-3.8462, 2.5046, -2.3235], [-2.5803, 0.6176, -5.6537], [-1.6707, 2.1842, -5.6464], [-3.3920, 2.1903, -5.8845], [-1.0352, 2.9728, -3.1855], [-1.6792, 1.5375, -2.1745], [-0.7116, 1.3523, -3.5904], [-3.2609, -1.2965, -0.1442], [-2.4185, -2.1771, -0.0324], [-4.4990, -1.4507, -0.6643], [-5.3657, -0.2758, -0.7526], [-5.0602, -2.7486, -0.9230], [-3.0406, -0.2591, 0.1559], [-4.6841, 0.5749, -0.7428], [-5.9007, -0.1519, 0.1962], [-5.9925, -0.2598, -1.6357], [-5.5970, -3.1372, -0.0502], [-5.7020, -2.7488, -1.8008], [-4.2809, -3.4917, -1.0924], [1.6826, 0.1021, -0.8108], [1.1754, 0.3282, -1.8997], [1.0937, 0.3383, 0.3694], [1.6274, -0.2461, 1.6112], [-0.3004, 0.7317, 0.3758], [2.7209, -0.2368, -0.7149], [1.1865, 0.2785, 2.4514], [2.7083, -0.3252, 1.6367], [1.2379, -1.2705, 1.6187], [-0.4014, 1.6936, -0.1275], [-0.9166, -0.0094, -0.1585], [-0.7519, 0.6794, 1.3645], [0.5786, -3.9278, 0.4674], [1.4396, -3.8788, -0.7773], [2.7072, -4.5068, -0.5734], [3.6136, -3.8870, 0.1275], [3.4175, -2.8220, 0.6378], [4.9606, -4.6168, 0.2080], [5.5285, -4.3916, 1.3884], [4.7798, -5.9437, 0.1061], [5.7882, -4.2076, -0.7516], [0.8430, -3.1035, 1.1359], [0.8428, -4.7667, 1.1157], [-0.4902, -3.8481, 0.2950], [1.5392, -2.8910, -1.2201], [0.9264, -4.4889, -1.5176], [-5.3135, 1.9130, 4.0520], [-4.7320, 1.7498, 2.6625], [-3.7161, 2.7366, 2.5408], [-3.2823, 2.9903, 1.3269], [-3.2552, 2.2248, 0.4290], [-2.6211, 4.3835, 1.2261], [-1.5630, 4.3266, 0.4540], [-3.4757, 5.2577, 0.6970], [-2.3063, 4.8386, 2.4330], [-4.4960, 1.9978, 4.7750], [-5.8789, 1.0970, 4.5034], [-5.9256, 2.8144, 4.0981], [-5.5195, 1.7261, 1.9096], [-4.3009, 0.7441, 2.6147], [4.9304, 0.5170, 4.7059], [4.8637, -1.2262, 5.0162], [5.5837, 1.4438, 6.0311], [3.3284, 1.1742, 4.2630], [5.5817, 0.7275, 3.8680], [6.6217, -1.6737, -2.7764], [6.7910, -1.0487, -4.4302], [5.1125, -1.1527, -2.0150], [8.0007, -1.2400, -1.7829], [6.5079, -2.7464, -2.8449], [-0.3767, -1.7716, 5.1146], [0.6696, -2.9299, 4.3801], [-1.3758, -0.9453, 3.8634], [0.6258, -0.5254, 5.9003], [-1.1117, -2.2020, 5.7800], [4.6916, 3.0911, 0.3937], [5.0471, 1.3661, 0.1845], [5.1928, 3.6435, 2.0116], [3.0115, 3.5001, 0.1240], [5.2946, 3.5845, -0.3557], [3.1674, 1.7095, -4.3238], [4.2075, 1.1224, -5.6614], [2.0249, 2.9277, -4.8476], [4.2334, 2.3470, -3.0517], [2.6326, 0.8803, -3.8816]], "total_energy_ev": -246342.057, "gap_ha": 0.342, "homo_energy_ha": -0.333, "e_lumo_ev": 0.24, "relative_energy_kj_mol": 0.00}

{"formula": "C22H36CrF5N3O7Si4Te2", "method": "ωB97M-V/def2-TZVPD", "symbols": ["Cr", "O", "C", "O", "C", "C", "C", "C", "C", "N", "C", "O", "O", "H", "H", "H", "H", "O", "N", "N", "O", "C", "C", "C", "C", "C", "C", "H", "H", "H", "H", "H", "C", "Si", "C", "C", "Si", "Te", "Si", "C", "C", "C", "Si", "C", "C", "C", "H", "H", "H", "H", "H", "H", "H", "H", "H", "H", "H", "H", "H", "H", "H", "H", "H", "H", "H", "H", "H", "H", "H", "H", "H", "H", "H", "F", "Te", "F", "F", "F", "F", "O"], "coordinates": [[-0.3692, 0.5417, 0.4382], [-1.7335, -3.7481, 0.6381], [-1.5051, -2.7104, -0.1538], [-2.3809, -2.0015, -0.5800], [-0.0737, -2.4274, -0.5107], [0.9194, -3.3818, -0.5420], [2.1455, -3.0551, -1.1136], [2.3222, -1.7975, -1.6504], [1.3024, -0.8724, -1.4842], [0.1597, -1.1647, -0.8872], [1.3870, 0.5656, -1.9646], [2.2647, 0.8909, -2.7361], [0.4561, 1.3494, -1.4912], [-2.6263, -3.5734, 1.0224], [0.7046, -4.3689, -0.1558], [2.9475, -3.7805, -1.1561], [3.2306, -1.5018, -2.1552], [1.4691, 0.3708, 1.0497], [1.8952, 1.3393, 1.7855], [1.0622, 2.2858, 1.8510], [-0.0348, 2.2700, 1.1071], [1.2436, 3.3762, 2.7592], [2.3056, 3.3765, 3.6543], [2.4154, 4.4146, 4.5624], [1.4796, 5.4420, 4.5744], [0.4307, 5.4269, 3.6684], [0.3052, 4.3925, 2.7528], [3.0198, 2.5662, 3.6406], [3.2282, 4.4142, 5.2768], [1.5617, 6.2421, 5.2988], [-0.3089, 6.2167, 3.6785], [-0.5171, 4.3487, 2.0542], [-5.0581, 3.6503, -0.3872], [-3.5970, 4.3674, -1.2808], [-2.1582, 4.8355, -0.1677], [-4.1610, 5.9316, -2.1836], [-2.5838, 2.9454, -2.8774], [-1.8885, 0.9084, -1.5351], [-4.0658, 1.9059, -4.3961], [-5.8209, 1.6988, -3.7704], [-3.3959, 0.2189, -4.8837], [-4.1997, 2.9812, -5.9464], [-0.6460, 3.7416, -3.9439], [0.1337, 2.4509, -5.0607], [0.6225, 4.4349, -2.7519], [-1.1858, 5.1605, -5.0742], [-5.5008, 4.3924, 0.2841], [-4.7706, 2.7815, 0.2060], [-5.8205, 3.3174, -1.0957], [-2.5040, 5.2430, 0.7880], [-1.5129, 5.5742, -0.6495], [-1.5669, 3.9425, 0.0462], [-4.5521, 6.6592, -1.4652], [-4.9579, 5.7076, -2.8988], [-3.3393, 6.4014, -2.7310], [-5.8451, 0.9699, -2.9600], [-6.4817, 1.3632, -4.5749], [-6.2108, 2.6414, -3.3762], [-3.2319, -0.3667, -3.9772], [-2.4378, 0.2984, -5.4035], [-4.0955, -0.3281, -5.5221], [-4.4965, 4.0012, -5.6826], [-4.9550, 2.5776, -6.6274], [-3.2525, 3.0412, -6.4899], [0.6907, 1.7157, -4.4746], [0.8384, 2.9180, -5.7547], [-0.6226, 1.9210, -5.6459], [0.8998, 3.6712, -2.0232], [0.2271, 5.2970, -2.2097], [1.5318, 4.7418, -3.2768], [-1.9081, 4.8135, -5.8179], [-0.3261, 5.5799, -5.6059], [-1.6599, 5.9655, -4.5049], [-3.2517, 0.0700, 2.9879], [-3.3925, -0.1996, 1.1179], [-2.8938, 1.7288, 1.2091], [-3.9230, 0.9379, -1.4884], [-3.6480, -2.0874, 1.8667], [-5.1325, 0.6236, 1.6101], [-1.4133, -0.4118, 1.3400]], "total_energy_ev": -130312.487, "total_charge": -1, "gap_ha": [0.258, 0.260], "homo_energy_ha": [-0.193, -0.194], "s_squared": 0.7656, "e_lumo_ev": [1.77, 1.80], "relative_energy_kj_mol": 160.58, "multiplicity": 2}

{"formula": "C22H36N12O7", "method": "ωB97M-V/def2-TZVPD", "symbols": ["C", "C", "C", "C", "C", "C", "C", "C", "C", "C", "C", "C", "C", "C", "N", "C", "C", "O", "N", "C", "O", "H", "H", "H", "H", "H", "H", "H", "H", "H", "H", "H", "H", "H", "H", "H", "H", "C", "O", "N", "N", "H", "H", "H", "H", "C", "O", "N", "N", "H", "H", "H", "H", "C", "O", "N", "N", "H", "H", "H", "H", "C", "O", "N", "N", "H", "H", "H", "H", "C", "O", "N", "N", "H", "H", "H", "H"], "coordinates": [[-0.1432, -2.4513, 4.5424], [-1.1318, -2.5425, 3.2375], [-0.4319, -1.7723, 1.9726], [0.0897, -2.7876, 0.7658], [-1.3073, -0.5517, 1.3208], [-0.4959, 0.8729, 0.9931], [-1.2799, 2.1538, 0.3358], [-2.8682, 2.0242, -0.0478], [-3.7211, 0.6536, 0.2392], [-2.8990, -0.6200, 0.9409], [-3.8160, -1.9644, 1.2389], [-3.4855, -3.3652, 0.4804], [-4.5510, -4.5086, 0.9308], [-5.6776, -4.1663, 2.0190], [-6.0147, -2.9086, 2.7423], [-5.0464, -1.8841, 2.2630], [-3.2765, 3.4711, -0.7010], [-4.2840, 3.8492, -1.4971], [-2.1458, 4.4009, -0.2201], [-0.7962, 3.6680, -0.0660], [0.4483, 4.1151, -0.2541], [0.2349, -1.3206, 4.5920], [0.7605, -3.1988, 4.3740], [-0.7176, -2.6489, 5.5462], [-2.1865, -2.0802, 3.5113], [-1.3482, -3.6648, 2.8920], [0.5650, -1.2733, 2.4000], [-0.3613, -2.4407, -0.2708], [-0.1611, -3.8950, 1.0495], [1.2738, -2.7343, 0.6483], [0.6601, 1.0233, 1.2396], [-4.8564, 0.6148, -0.0416], [-2.6321, -3.5840, -0.2892], [-4.4737, -5.5953, 0.4776], [-6.4108, -5.0726, 2.2890], [-5.2317, -0.8029, 2.7403], [-2.3240, 4.8634, 0.7218], [3.6729, -3.3263, 2.6590], [2.4540, -3.3321, 2.5902], [4.4538, -2.8211, 1.6871], [4.3443, -3.8244, 3.7129], [5.4591, -2.8073, 1.7257], [3.9882, -2.4360, 0.8757], [3.7940, -4.2144, 4.4668], [5.3476, -3.8285, 3.7877], [4.3359, 5.1058, 2.0308], [5.3902, 5.2856, 2.6195], [3.5288, 4.0605, 2.2871], [3.8866, 5.9368, 1.0731], [2.6569, 3.8955, 1.8130], [3.8300, 3.4104, 3.0015], [4.4642, 6.7366, 0.8494], [3.0212, 5.8054, 0.5773], [-5.6723, 0.0105, -3.4680], [-6.2897, -1.0411, -3.5271], [-4.6166, 0.2795, -4.2573], [-5.9924, 0.9946, -2.6085], [-4.0957, 1.1395, -4.2234], [-4.3423, -0.4351, -4.9189], [-6.7812, 0.8326, -1.9962], [-5.4960, 1.8673, -2.5451], [3.6376, -0.9836, -1.9851], [3.2099, -1.8243, -1.2099], [3.7363, 0.3189, -1.6637], [4.0487, -1.2845, -3.2302], [4.0859, 1.0259, -2.2883], [3.4372, 0.5881, -0.7354], [3.9912, -2.2543, -3.5123], [4.4039, -0.6063, -3.8828], [3.8688, 2.6339, -5.1963], [4.6950, 1.8142, -4.8274], [3.5397, 3.7145, -4.4656], [3.2135, 2.5301, -6.3666], [2.8620, 4.4004, -4.7526], [4.0100, 3.8304, -3.5774], [3.4318, 1.7310, -6.9472], [2.5300, 3.1949, -6.6875]], "total_energy_ev": -55599.947, "gap_ha": 0.261, "homo_energy_ha": -0.322, "e_lumo_ev": -1.67}